[1]
A 8-piece molecular cluster, C31H56N4O9 overall in a non-equilibrium geometry. Source: OMol25; level of theory: the ωB97M-V functional and the def2-TZVPD basis.

Its structure (SMILES) is CCOC(C)=O.CCOC(C)=O.CCOC(C)=O.O=C1OCCO1.CCCC#N.CCCC#N.CCCC#N.CCCC#N. The energy above the lowest of the compared OMol25 structures with the same formula, charge and spin is 88.5 kcal/mol.

```
! RIJCOSX wB97M-V def2-TZVPD def2/J DEFGRID3
* xyz 0 1
O -4.86512 0.93597 0.31111
C -4.44912 2.09159 0.17818
O -3.26514 2.52396 0.64335
C -2.42389 1.82023 1.56841
C -1.08715 2.51601 1.71930
C -5.11663 3.19639 -0.52558
H -2.41304 0.78969 1.21348
H -2.98503 1.78875 2.50234
H -0.64044 2.23728 2.67369
H -1.16116 3.56178 2.01763
H -0.40406 2.44090 0.87323
H -5.60649 2.94090 -1.46518
H -4.45437 4.01697 -0.80154
H -5.72275 3.87676 0.07260
O 4.19208 -0.17080 5.26435
C 3.79343 0.97700 5.01533
O 4.16979 2.07837 5.64858
C 4.97433 1.98926 6.86208
C 4.81034 3.14864 7.79669
C 2.79846 1.31834 3.91875
H 6.00963 1.96138 6.52227
H 4.79560 1.05312 7.39105
H 4.65846 4.06981 7.23412
H 5.54413 3.40516 8.56078
H 3.82242 3.24933 8.24611
H 3.10914 2.30244 3.56786
H 1.83947 1.40213 4.43005
H 2.76511 0.67882 3.03671
O 1.63503 6.16637 -1.78200
C 0.86225 5.45683 -1.18220
O 0.51649 5.44982 0.13138
C 0.99113 6.50334 0.98051
C 1.10366 6.06465 2.49041
C 0.17415 4.32557 -1.81819
H 0.41874 7.41340 0.80089
H 2.02955 6.73720 0.74577
H 2.09771 6.26880 2.88826
H 1.14790 4.99916 2.71594
H 0.31689 6.58264 3.03883
H -0.17089 4.75887 -2.75697
H -0.69321 3.91500 -1.30126
H 0.91436 3.58275 -2.11551
C -0.88412 0.50964 -2.33584
C -1.74704 -0.26344 -1.43110
C -0.99813 -1.17726 -0.44615
C 0.04367 -0.53393 0.48498
N 0.87384 -0.04756 1.16123
H -1.49193 1.11590 -3.00749
H -0.35355 -0.23033 -2.93505
H -0.19950 1.20526 -1.85054
H -2.46817 -0.81305 -2.03608
H -2.22617 0.49313 -0.80970
H -0.39005 -1.80214 -1.10026
H -1.67477 -1.86279 0.06406
C 4.48192 -7.67250 -2.71352
C 3.23283 -7.07203 -2.12267
C 3.44507 -5.51295 -1.98023
C 2.30584 -4.70902 -1.39997
N 1.44224 -4.10287 -0.92168
H 4.50702 -7.32183 -3.74526
H 4.28880 -8.73787 -2.83921
H 5.48279 -7.53199 -2.30534
H 3.11100 -7.59800 -1.17578
H 2.39894 -7.25481 -2.80041
H 3.96985 -5.00816 -2.79134
H 4.06228 -5.31348 -1.10424
C 3.17380 -1.25993 -4.29120
C 2.83396 -1.08834 -2.83050
C 3.95384 -0.73786 -1.77218
C 4.93009 -1.85420 -1.59026
N 5.65272 -2.72642 -1.52629
H 3.14107 -0.33195 -4.86205
H 2.56383 -1.88562 -4.94278
H 4.18909 -1.65344 -4.34060
H 2.47651 -2.04651 -2.45335
H 1.95277 -0.47196 -2.65255
H 3.54466 -0.51977 -0.78572
H 4.55065 0.11607 -2.09269
C -4.53253 1.59107 -4.55748
C -5.50018 0.76271 -5.43071
C -6.37482 -0.13736 -4.44950
C -5.79316 -1.42110 -3.97111
N -5.31513 -2.34288 -3.60727
H -4.85503 2.36275 -3.85847
H -3.86406 2.05386 -5.28347
H -4.00715 0.91058 -3.88740
H -4.91327 0.30765 -6.22856
H -6.09493 1.52395 -5.93558
H -7.36907 -0.27462 -4.87463
H -6.47718 0.53197 -3.59532
C -4.24063 -5.16353 3.07840
C -3.16603 -5.82389 3.75481
O -2.22820 -4.84922 3.92365
C -2.36081 -4.00712 2.93037
O -1.54424 -3.12825 2.71799
O -3.56593 -4.23426 2.31367
H -5.03025 -4.81435 3.74374
H -4.68327 -5.79788 2.31043
H -2.63316 -6.60489 3.21241
H -3.65886 -6.16753 4.66428
*
```

[2]
A 2-piece molecular cluster, C2H7NO2 overall in a non-equilibrium geometry. Source: OMol25; level of theory: the ωB97M-V functional and the def2-TZVPD basis.

The energy above the lowest of the compared OMol25 structures with the same formula, charge and spin is 41.2 kcal/mol.

```
! RIJCOSX wB97M-V def2-TZVPD def2/J DEFGRID3
* xyz 1 2
O 0.66798 -2.04508 -0.84994
C 0.44074 -1.10635 -0.16510
C -0.93208 -0.41544 -0.38650
N -0.81708 0.85901 -0.97730
H 1.10206 -0.77938 0.65614
H -1.66383 -1.09961 -0.84402
H -1.30319 -0.30706 0.65749
H -1.63972 1.23777 -1.45128
H 0.04856 1.07299 -1.47604
H 1.00229 2.39317 1.24545
H -0.24584 1.73846 1.81740
O 0.69977 1.84304 1.98548
*
```

[3]
An isolated ion of composition C4H12NOSi and charge -1 in a non-equilibrium geometry. Source: OMol25; level of theory: the ωB97M-V functional and the def2-TZVPD basis.

The energy above the lowest of the compared OMol25 structures with the same formula, charge and spin is 58.8 kcal/mol.

```
! RIJCOSX wB97M-V def2-TZVPD def2/J DEFGRID3
* xyz -1 1
C -0.76237 -2.29402 1.43028
C 1.56843 -0.07710 0.20500
C -0.68698 1.86682 0.63027
C 0.20667 0.81164 -2.14778
N -1.19394 -0.93999 0.71003
O -1.22652 -0.99489 -0.80492
Si -0.23505 0.25858 -0.35270
H 0.06027 -1.99087 1.90901
H -1.66085 -2.48565 2.01894
H -0.45108 -3.03404 0.71098
H 1.63135 -0.13243 1.24284
H 1.98547 -1.11227 -0.22070
H 2.26446 0.63791 -0.12142
H -0.46451 1.83868 1.62174
H -0.16570 2.67845 0.28547
H -1.79960 2.27417 0.58273
H 0.51090 -0.19342 -2.73476
H -0.63843 1.33768 -2.66609
H 1.05750 1.55076 -2.29892
*
```

[4]
A 2-piece molecular cluster, C10H19N3OS overall in a non-equilibrium geometry. Source: OMol25; level of theory: the ωB97M-V functional and the def2-TZVPD basis.

The energy above the lowest of the compared OMol25 structures with the same formula, charge and spin is 6.7 kcal/mol.

```
! RIJCOSX wB97M-V def2-TZVPD def2/J DEFGRID3
* xyz 2 1
C -1.83229 -3.83065 1.08043
C -2.11057 -3.52321 2.37455
C -1.72536 -1.50734 1.09348
C 1.60756 -0.04182 0.15639
C 1.07705 2.28504 -0.80004
C 2.91405 -0.16642 -0.64830
C 2.36659 2.27721 -1.66098
C 0.51216 0.87809 -0.41745
C -2.99814 0.82882 0.73648
C -1.75112 0.29848 0.08392
N -1.60567 -2.64267 0.43007
N 3.31367 1.24158 -0.95930
N -0.62508 1.00119 0.45696
O -1.95267 -0.08013 -1.16524
S -2.11798 -1.88043 2.72706
H -1.72742 -4.84388 0.55708
H -2.47787 -4.19779 3.19250
H 1.27458 -1.04632 0.09156
H 1.80710 0.05536 1.20758
H 1.26156 3.08469 -0.10034
H 0.25351 2.68032 -1.50479
H 3.62810 -0.71780 0.03829
H 2.75124 -0.77323 -1.48229
H 2.02212 1.91805 -2.60533
H 2.79870 3.25478 -1.77749
H 0.05916 0.40564 -1.32554
H -3.44236 1.71864 0.09420
H -2.89798 1.13486 1.77673
H -3.72955 0.11041 0.56226
H 3.68851 1.60971 -0.15156
H 4.19364 1.15195 -1.57173
H -1.40137 -2.55862 -0.54695
H -0.44841 1.33669 1.45348
H -2.68546 0.53883 -1.39571
*
```